(1)
{
  "formula": "C34H79Hg2N7O11",
  "method": "wB97M-V/def2-TZVPD",
  "total_charge": 2,
  "spin_multiplicity": 1,
  "gap_ha": 0.2519,
  "elements": ["Hg", "Hg", "C", "C", "C", "O", "C", "C", "C", "O", "O", "O", "H", "H", "C", "C", "C", "O", "C", "N", "H", "H", "H", "H", "H", "H", "H", "H", "H", "H", "H", "C", "C", "C", "O", "C", "N", "H", "H", "H", "H", "H", "H", "H", "H", "H", "H", "H", "C", "C", "C", "O", "C", "N", "H", "H", "H", "H", "H", "H", "H", "H", "H", "H", "H", "C", "C", "C", "O", "C", "N", "H", "H", "H", "H", "H", "H", "H", "H", "H", "H", "H", "C", "C", "C", "O", "C", "N", "H", "H", "H", "H", "H", "H", "H", "H", "H", "H", "H", "C", "C", "C", "O", "C", "N", "H", "H", "H", "H", "H", "H", "H", "H", "H", "H", "H", "C", "C", "C", "O", "C", "N", "H", "H", "H", "H", "H", "H", "H", "H", "H", "H", "H"],
  "xyz": [[11.6941, -15.3923, 10.6686], [11.4621, -14.6358, 2.3031], [12.3261, -16.2446, 6.3306], [12.0999, -15.7922, 7.6616], [11.3790, -14.3850, 7.8143], [11.0811, -14.0410, 8.9779], [10.9968, -13.6498, 6.6836], [11.3029, -14.1285, 5.4298], [12.0698, -15.3928, 5.2388], [12.3668, -15.7596, 4.0513], [10.9251, -13.4667, 4.4359], [12.3327, -16.4648, 8.6953], [12.7568, -17.2150, 6.1329], [10.5127, -12.6918, 6.7994], [16.0145, -13.6668, 11.1382], [14.8590, -14.6061, 10.7701], [14.6238, -15.6120, 11.8986], [13.5512, -16.4889, 11.5391], [13.9550, -17.7315, 10.9090], [13.6209, -13.8678, 10.4847], [16.0764, -13.4071, 12.1921], [15.9496, -12.7680, 10.5260], [16.9295, -14.1444, 10.7729], [15.0512, -15.1655, 9.8489], [14.2463, -15.1034, 12.7907], [15.5808, -16.0771, 12.1324], [13.1465, -18.4001, 11.1806], [14.9102, -18.0473, 11.3323], [14.1658, -17.5787, 9.8570], [13.3764, -13.1640, 11.1838], [13.6664, -13.3317, 9.6165], [12.7528, -21.5223, 9.4646], [12.0331, -20.4335, 8.6982], [10.7446, -19.9437, 9.4082], [10.1391, -18.7422, 8.9610], [9.6946, -18.7912, 7.6270], [12.9852, -19.3447, 8.2526], [12.0711, -22.3526, 9.6471], [13.1359, -21.1858, 10.4316], [13.6002, -21.8329, 8.8585], [11.7166, -20.7288, 7.6924], [10.9022, -19.8986, 10.4882], [10.0078, -20.7418, 9.2237], [10.4257, -19.2631, 6.9626], [9.5856, -17.8207, 7.1318], [8.7251, -19.2948, 7.6140], [13.4143, -19.0548, 9.1465], [12.4018, -18.4944, 8.2799], [13.0332, -21.9684, 4.7306], [14.4097, -21.3610, 4.5566], [14.2764, -19.9589, 3.9720], [15.5070, -19.5118, 3.4412], [15.3424, -18.2779, 2.8171], [15.1214, -21.3302, 5.8413], [13.0490, -22.9154, 5.2590], [12.5969, -22.1759, 3.7448], [12.3612, -21.1941, 5.1242], [14.9679, -21.8985, 3.7822], [13.9679, -19.2146, 4.7287], [13.5199, -19.9048, 3.1668], [14.7518, -18.3613, 1.8931], [16.3163, -17.8821, 2.5270], [14.8868, -17.5331, 3.4864], [14.5898, -20.7355, 6.4719], [16.0022, -20.8436, 5.6740], [6.8885, -15.5620, 2.4870], [8.3992, -15.5095, 2.7181], [9.0576, -16.8559, 2.5242], [10.4611, -16.6769, 2.7138], [11.2738, -17.8471, 2.5778], [9.0461, -14.5041, 1.8363], [6.6292, -15.9561, 1.5017], [6.4292, -14.5737, 2.5509], [6.4066, -16.1593, 3.2625], [8.5252, -15.1238, 3.7338], [8.8687, -17.2465, 1.5166], [8.7070, -17.5134, 3.3261], [12.2834, -17.4750, 2.4434], [10.9646, -18.4236, 1.7017], [11.2407, -18.5438, 3.4162], [8.5584, -13.6133, 1.8880], [8.8804, -14.8218, 0.8757], [12.6821, -10.5163, 0.6230], [12.6063, -12.0040, 0.9124], [13.7946, -12.4428, 1.7608], [13.7324, -13.8393, 2.0201], [15.0299, -14.3743, 2.2749], [11.4195, -12.3788, 1.6898], [12.4836, -9.9224, 1.5260], [11.9395, -10.2345, -0.1255], [13.6302, -10.0543, 0.3375], [12.5903, -12.5216, -0.0483], [13.8701, -11.8957, 2.7099], [14.6946, -12.1407, 1.2129], [15.4406, -13.8778, 3.1584], [15.7192, -14.2373, 1.4401], [14.9486, -15.4358, 2.4925], [10.5968, -12.3667, 1.0789], [11.1127, -11.7064, 2.3941], [14.6593, -10.8171, 8.6549], [14.0650, -11.4187, 7.3817], [14.4976, -10.5978, 6.1689], [13.7576, -10.9033, 5.0247], [12.7922, -9.9416, 4.6795], [14.5040, -12.8479, 7.2631], [15.7386, -11.0075, 8.6801], [14.1721, -11.2616, 9.5187], [14.6180, -9.7282, 8.7170], [12.9745, -11.3504, 7.4584], [15.5806, -10.6672, 6.0123], [14.3550, -9.5375, 6.4255], [13.2928, -9.0255, 4.3453], [12.2118, -9.6363, 5.5611], [12.0996, -10.3458, 3.9534], [15.3852, -12.6903, 6.7753], [13.8608, -13.2730, 6.5954], [8.3552, -14.1084, 11.4470], [8.1891, -14.9964, 10.2211], [7.9391, -14.1952, 8.9681], [7.4229, -15.0757, 8.0095], [7.4615, -14.5889, 6.6957], [9.3160, -15.9704, 10.0981], [7.6611, -13.2706, 11.3768], [9.3645, -13.6912, 11.5463], [8.1543, -14.5991, 12.3997], [7.3769, -15.7053, 10.4183], [8.8754, -13.7602, 8.6115], [7.2144, -13.4317, 9.2561], [8.4862, -14.4239, 6.3443], [6.8625, -13.6654, 6.6216], [6.9106, -15.2282, 6.0014], [9.1272, -16.8519, 10.5841], [9.1921, -16.3928, 9.1624]]
}

---

(2)
{
  "formula": "C7H9N3S",
  "method": "wB97M-V/def2-TZVPD",
  "total_charge": 0,
  "spin_multiplicity": 1,
  "gap_ha": 0.3488,
  "elements": ["C", "C", "C", "C", "C", "C", "C", "N", "N", "N", "S", "H", "H", "H", "H", "H", "H", "H", "H", "H"],
  "xyz": [[-2.5503, -1.9052, -0.2482], [-1.8233, 1.9879, 1.1554], [-0.9282, 0.9689, 1.2503], [-1.7505, 1.1876, -0.7928], [2.5284, 0.0572, -0.5430], [-1.1800, -2.2580, 0.0223], [-0.1105, -0.7211, -0.3832], [-3.6270, -1.6963, -0.5866], [-2.3463, 2.1264, -0.1162], [-0.8856, 0.3958, -0.0577], [1.3633, -0.7647, 0.6403], [-2.2465, 2.5699, 2.0810], [-0.2249, 0.7543, 1.9618], [-1.9735, 1.0900, -1.8277], [1.8752, 0.5630, -1.3492], [3.3447, -0.6528, -0.7027], [3.0614, 0.8596, -0.0068], [-0.8783, -2.4445, 1.1244], [-0.8934, -3.0010, -0.6791], [0.2094, -0.7443, -1.5314]]
}

---

(3)
{
  "formula": "C3H8NO2",
  "method": "wB97M-V/def2-TZVPD",
  "total_charge": 1,
  "spin_multiplicity": 1,
  "gap_ha": 0.4329,
  "elements": ["C", "C", "C", "N", "O", "O", "H", "H", "H", "H", "H", "H", "H", "H"],
  "xyz": [[-2.3193, 0.0204, -0.2210], [-0.4000, 0.4103, -0.2307], [1.8559, -0.1015, 0.6036], [0.8967, -0.4136, -0.4719], [-1.2994, 0.3298, -1.2488], [-1.2608, -0.0703, 0.7348], [-2.9220, 0.9217, -0.0030], [-3.0438, -0.8452, -0.3187], [0.3207, 1.5728, 0.1856], [2.0793, 0.9941, 0.6527], [1.3959, -0.4006, 1.4740], [2.7492, -0.6971, 0.7459], [0.8629, -1.4602, -0.3454], [1.0847, -0.2605, -1.5570]]
}

---

(4)
{
  "formula": "C24H47IO19",
  "method": "wB97M-V/def2-TZVPD",
  "total_charge": 0,
  "spin_multiplicity": 1,
  "gap_ha": 0.3064,
  "elements": ["O", "C", "O", "I", "O", "C", "C", "C", "O", "H", "H", "H", "H", "H", "H", "H", "C", "C", "O", "C", "O", "O", "C", "H", "H", "H", "H", "H", "H", "H", "H", "C", "C", "O", "C", "O", "O", "C", "H", "H", "H", "H", "H", "H", "H", "H", "C", "C", "O", "C", "O", "O", "C", "H", "H", "H", "H", "H", "H", "H", "H", "C", "C", "O", "C", "O", "O", "C", "H", "H", "H", "H", "H", "H", "H", "H", "C", "C", "O", "C", "O", "O", "C", "H", "H", "H", "H", "H", "H", "H", "H"],
  "xyz": [[1.8778, 0.4337, 0.2453], [3.0846, 0.3686, -0.1182], [3.9717, -0.3330, 0.7425], [3.8788, 0.3043, 2.6538], [3.4539, 0.9358, -1.3486], [4.3254, 2.0889, -1.1862], [5.8228, 1.7522, -0.7246], [6.1904, 2.7738, 0.4876], [6.2861, 4.1258, -0.0417], [3.8963, 2.8466, -0.4519], [4.3721, 2.6301, -2.2026], [5.9712, 0.6719, -0.3635], [6.6152, 1.9165, -1.5370], [5.2962, 2.7513, 1.1947], [7.1369, 2.4517, 1.0491], [6.1436, 4.1291, -1.0115], [0.9750, -1.0039, -2.0594], [0.9944, 0.3121, -2.8151], [0.7248, 0.1111, -4.2113], [-0.5613, -0.0989, -4.5272], [-1.4897, -0.1247, -3.7572], [-0.6350, -0.3046, -5.8546], [-1.9429, -0.6436, -6.3129], [1.6562, -1.7239, -2.5230], [1.2662, -0.8602, -1.0168], [-0.0213, -1.4525, -2.0773], [1.9862, 0.7517, -2.7507], [0.2934, 1.0344, -2.3870], [-2.6811, 0.0920, -5.9890], [-2.2128, -1.6412, -5.9605], [-1.9218, -0.6543, -7.4034], [-1.2714, -4.4025, -11.8700], [0.0472, -3.6982, -12.1273], [0.3128, -2.7138, -11.1203], [0.7512, -3.1930, -9.9456], [0.9427, -4.3534, -9.6769], [0.9148, -2.1548, -9.1083], [1.2837, -2.5362, -7.7831], [-2.0811, -3.6755, -11.7660], [-1.5099, -5.0860, -12.6874], [-1.2391, -4.9769, -10.9416], [-0.0070, -3.1646, -13.0788], [0.8765, -4.4071, -12.2017], [2.1647, -3.1806, -7.7849], [0.4439, -3.0330, -7.2931], [1.5217, -1.6291, -7.2268], [0.0266, -3.5098, 7.2169], [-1.1142, -2.7850, 6.5285], [-0.6216, -1.7538, 5.6631], [-0.1244, -2.1735, 4.4888], [-0.0666, -3.3167, 4.1079], [0.3243, -1.0979, 3.8192], [0.9750, -1.4146, 2.5875], [0.6774, -2.7990, 7.7327], [-0.3559, -4.2321, 7.9409], [0.6488, -4.0443, 6.4957], [-1.7363, -2.2936, 7.2801], [-1.7595, -3.4755, 5.9785], [0.3418, -2.0360, 1.9509], [1.9255, -1.9126, 2.7885], [1.1751, -0.4836, 2.0667], [-6.7247, -1.0516, 6.6561], [-5.5407, -0.2832, 7.2116], [-5.7184, -0.0028, 8.6051], [-5.4946, -1.0348, 9.4358], [-5.1571, -2.1511, 9.1175], [-5.7404, -0.6173, 10.6895], [-5.6396, -1.6492, 11.6695], [-7.6581, -0.5228, 6.8657], [-6.6261, -1.1852, 5.5769], [-6.8083, -2.0382, 7.1172], [-5.4654, 0.6805, 6.7034], [-4.5989, -0.8124, 7.0411], [-4.6785, -2.1630, 11.6088], [-6.4625, -2.3566, 11.5499], [-5.7209, -1.1847, 12.6528], [1.4098, 7.6855, 0.2536], [1.5933, 6.7642, 1.4445], [0.4966, 5.8492, 1.5645], [0.5116, 4.8146, 0.7101], [1.3559, 4.5921, -0.1246], [-0.5919, 4.0805, 0.9266], [-0.7505, 2.9983, 0.0092], [0.4418, 8.1907, 0.3046], [2.2017, 8.4365, 0.2209], [1.4277, 7.1277, -0.6853], [1.6070, 7.3568, 2.3619], [2.5428, 6.2238, 1.3952], [0.1410, 2.3689, -0.0213], [-0.9831, 3.3853, -0.9851], [-1.5894, 2.3900, 0.3486]]
}